176
Properties=species:S:1:pos:R:3:forces:R:3 method="wB97M-V/def2-TZVPD" total_charge=+1 lumo_ev="-4.60 / -4.60" spin_multiplicity=5
C 4.3782 -1.2194 -0.4906 0.147 0.124 -0.264
C 4.5237 -2.4537 0.3584 -0.295 0.062 -0.534
O 5.2981 -2.5415 1.2706 0.015 0.123 0.475
N 3.6651 -3.5376 -0.0225 0.537 -0.198 0.467
C 4.2617 -4.2031 -1.2007 -0.285 0.298 -0.030
C 3.4727 -4.5031 1.0712 -0.157 0.116 0.026
C 2.0550 -5.0863 0.9759 0.270 -0.117 0.229
C 1.0978 -4.3199 1.8858 0.132 -0.023 -0.086
C -0.3740 -4.8002 1.8562 -0.056 0.142 0.165
C -1.2023 -3.9124 0.9761 -0.060 -0.222 -0.141
N -1.6522 -2.8277 1.5796 0.064 0.148 0.106
N -2.3246 -1.9746 0.8569 0.039 -0.058 -0.081
C -2.6084 -2.0903 -0.4322 -0.145 0.150 0.054
C -3.4002 -0.9219 -1.0124 -0.011 -0.276 -0.066
F -2.9030 -0.5970 -2.2120 0.119 -0.043 -0.318
F -3.2460 0.1369 -0.1998 0.004 0.246 0.124
C -4.9297 -1.2417 -1.1090 0.013 0.250 0.393
F -5.4269 -0.9925 0.1129 -0.173 0.068 0.209
F -5.0955 -2.5502 -1.3512 0.023 -0.221 -0.246
C -5.6910 -0.3966 -2.1564 -0.089 -0.151 0.053
F -5.4075 -0.8905 -3.3680 0.023 -0.072 -0.120
F -5.2519 0.8638 -2.0706 0.042 0.192 -0.045
C -7.2392 -0.4028 -1.9543 -0.300 0.168 -0.059
F -7.5788 0.4852 -1.0142 0.098 -0.415 -0.346
F -7.8247 -0.0749 -3.1077 0.181 -0.092 0.498
F -7.6502 -1.6224 -1.5823 0.079 0.350 -0.120
C -2.1911 -3.2191 -1.1256 0.037 -0.102 -0.071
C -2.4832 -3.4024 -2.5917 0.062 -0.126 -0.002
C -1.3822 -2.8954 -3.5276 0.139 -0.246 -0.074
O -1.5615 -2.7569 -4.6948 -0.029 0.262 0.065
O -0.1955 -2.6767 -2.8943 -0.544 0.440 0.496
C -1.4679 -4.1594 -0.3978 0.170 -0.116 0.163
C -0.9731 -5.4204 -1.0431 -0.147 0.245 -0.404
C -2.0398 -6.5394 -1.1475 -0.126 0.119 -0.005
C -3.2153 -6.4324 -0.1976 0.029 -0.370 0.064
F -1.3711 -7.7323 -0.9073 -0.010 0.010 -0.008
H 3.3788 -1.1300 -0.9127 0.012 -0.028 0.043
H 4.6214 -0.3321 0.0922 0.016 -0.101 0.014
H 5.0815 -1.2479 -1.3294 -0.026 -0.014 0.087
H 5.3302 -4.3918 -1.0404 -0.063 -0.126 -0.022
H 4.1433 -3.5762 -2.0853 -0.008 -0.094 -0.022
H 3.7538 -5.1551 -1.3542 0.001 0.075 -0.127
H 3.5906 -3.9698 2.0165 0.001 -0.050 -0.051
H 4.2341 -5.2907 1.0850 -0.016 0.054 -0.166
H 1.7430 -5.0233 -0.0703 -0.014 -0.129 0.050
H 2.0760 -6.1369 1.2857 -0.139 0.031 -0.142
H 1.1487 -3.2557 1.6281 -0.044 -0.041 0.093
H 1.4639 -4.4054 2.9115 -0.053 0.006 -0.057
H -0.7889 -4.7186 2.8631 -0.045 0.011 -0.101
H -0.4564 -5.8470 1.5595 0.069 0.065 -0.022
H -2.6495 -1.1566 1.3663 0.038 0.000 0.033
H -2.6553 -4.4595 -2.8092 0.052 0.107 -0.017
H -3.3904 -2.8893 -2.9036 0.076 -0.055 0.010
H 0.1967 -1.8473 -3.2070 0.299 -0.332 -0.441
H -0.1150 -5.8238 -0.5131 -0.123 0.016 0.061
H -0.6319 -5.1676 -2.0497 0.137 -0.091 0.104
H -2.4132 -6.5888 -2.1753 0.066 -0.120 0.058
H -3.7184 -7.4016 -0.1819 -0.004 0.094 -0.032
H -3.9450 -5.6968 -0.5436 0.105 0.097 0.099
H -2.9025 -6.2148 0.8266 -0.047 0.081 -0.062
C 3.9150 1.9535 -6.4178 0.088 0.006 0.008
C 3.4344 1.6315 -4.9884 0.168 -0.130 -0.615
C 2.1694 2.4260 -4.6449 -0.112 0.094 0.148
C 2.4222 3.9126 -4.4056 0.075 -0.033 -0.013
C 3.5186 4.1196 -3.3627 -0.243 -0.062 0.039
C 4.8144 3.3753 -3.6956 0.566 0.341 -0.259
N 4.4948 1.9346 -3.9713 -0.923 0.315 0.563
O 4.3466 1.2535 -2.8948 0.283 -0.270 -0.005
C 5.5258 4.0372 -4.8801 0.029 -0.101 -0.144
C 5.7747 3.4366 -2.5134 -0.036 -0.057 0.137
C 3.1333 0.1374 -4.9365 -0.073 -0.078 0.104
H 3.5121 1.2195 -7.1150 -0.059 0.006 0.025
H 3.5919 2.9326 -6.7657 0.036 0.027 0.034
H 5.0003 1.9062 -6.4906 0.001 -0.026 0.002
H 1.7221 1.9959 -3.7418 0.074 -0.028 0.023
H 1.4487 2.2860 -5.4549 0.003 -0.011 -0.009
H 2.6841 4.4134 -5.3406 0.030 -0.020 -0.008
H 1.4999 4.3830 -4.0599 -0.005 0.016 -0.025
H 3.7509 5.1818 -3.2603 0.017 0.002 0.004
H 3.1546 3.7792 -2.3879 0.048 -0.070 -0.012
H 6.3854 3.4447 -5.1976 0.025 0.033 0.000
H 5.8975 5.0142 -4.5718 -0.002 -0.015 0.064
H 4.8888 4.2015 -5.7439 -0.019 -0.013 0.007
H 5.3179 3.0735 -1.5962 -0.007 -0.043 -0.022
H 6.0749 4.4740 -2.3624 0.004 0.003 -0.025
H 6.6698 2.8446 -2.7098 -0.004 -0.001 -0.019
H 4.0329 -0.4492 -5.1274 0.005 0.008 -0.004
H 2.3991 -0.0939 -5.7097 0.018 0.016 -0.025
H 2.7280 -0.1602 -3.9712 0.069 0.022 0.049
C -6.5596 -1.6155 3.3667 -0.030 0.144 0.013
C -5.9429 -2.9816 3.7251 -0.186 0.523 -0.452
C -7.0168 -4.0744 3.7728 -0.077 -0.170 0.109
C -7.9201 -3.9861 4.9993 0.055 0.065 0.023
C -7.0897 -3.9420 6.2803 -0.064 -0.195 -0.153
C -6.0346 -2.8310 6.2809 -0.118 0.544 0.442
N -5.2133 -2.9325 5.0290 -0.393 -1.032 0.028
O -4.2978 -3.8290 5.1045 0.293 0.271 -0.005
C -6.7053 -1.4603 6.4135 -0.036 0.126 -0.188
C -5.1093 -2.9953 7.4804 0.107 -0.118 0.002
C -4.9419 -3.3188 2.6284 0.213 -0.154 -0.143
H -6.5000 -1.4545 2.2908 -0.036 -0.087 -0.031
H -7.6131 -1.5374 3.6289 0.024 0.002 0.103
H -6.0282 -0.7904 3.8405 0.018 -0.041 0.058
H -6.5217 -5.0508 3.7704 0.068 0.034 0.028
H -7.6081 -4.0160 2.8547 0.010 0.013 -0.009
H -8.5747 -3.1131 4.9355 0.031 0.024 -0.003
H -8.5785 -4.8557 5.0220 -0.021 0.012 -0.001
H -7.7376 -3.7962 7.1470 0.013 0.007 0.016
H -6.5905 -4.9062 6.4170 0.069 0.035 -0.032
H -5.9892 -0.6443 6.3081 0.014 -0.012 0.021
H -7.1533 -1.3776 7.4034 0.056 -0.055 0.035
H -7.5075 -1.2992 5.6979 0.005 -0.002 -0.005
H -4.6643 -3.9862 7.5193 0.018 0.009 -0.044
H -5.6906 -2.8421 8.3897 -0.012 0.019 -0.008
H -4.3067 -2.2575 7.4575 -0.012 0.013 -0.009
H -4.1389 -2.5777 2.6068 -0.060 -0.011 0.102
H -5.4580 -3.3087 1.6655 -0.053 0.040 0.026
H -4.4947 -4.3011 2.7656 0.043 0.028 0.092
C 12.5464 4.0861 -4.8893 0.016 -0.023 -0.094
C 11.0063 4.1080 -4.8148 0.606 0.270 0.032
C 10.4980 3.1574 -3.7256 -0.164 -0.139 0.050
C 10.6286 1.6800 -4.0878 0.031 0.050 -0.061
C 9.9767 1.3896 -5.4378 -0.103 0.005 0.205
C 10.4893 2.2920 -6.5638 0.460 -0.189 -0.425
N 10.3882 3.7247 -6.1285 -0.716 -0.511 0.721
O 9.1967 4.1805 -6.2545 0.018 0.246 -0.270
C 11.9257 1.9125 -6.9443 0.052 0.081 0.057
C 9.6363 2.1090 -7.8135 -0.144 -0.001 -0.002
C 10.5854 5.5360 -4.4858 -0.145 0.042 0.009
H 12.9537 4.8929 -4.2812 -0.040 -0.015 0.049
H 12.9791 3.1587 -4.5174 -0.015 -0.028 -0.045
H 12.8958 4.2432 -5.9086 -0.007 0.032 0.002
H 9.4436 3.3815 -3.5320 -0.001 0.037 -0.070
H 11.0417 3.3744 -2.8028 0.003 0.015 0.002
H 11.6784 1.3759 -4.0966 0.010 0.023 -0.027
H 10.1464 1.0770 -3.3160 0.023 -0.013 0.010
H 10.1455 0.3495 -5.7276 -0.004 -0.003 -0.016
H 8.8933 1.5211 -5.3459 0.009 0.077 -0.041
H 12.3357 2.6270 -7.6588 -0.006 -0.006 -0.010
H 11.9145 0.9306 -7.4179 -0.041 0.003 -0.015
H 12.6020 1.8496 -6.0972 -0.007 0.013 0.010
H 8.5800 2.2657 -7.6104 0.010 0.050 0.014
H 9.7705 1.0909 -8.1819 0.024 0.001 0.005
H 9.9408 2.8029 -8.5976 0.010 0.008 0.010
H 10.8920 6.2242 -5.2745 0.013 -0.010 -0.004
H 11.0729 5.8337 -3.5567 0.024 -0.010 -0.009
H 9.5102 5.6227 -4.3534 -0.009 -0.014 -0.058
C -6.8924 4.4477 4.0914 0.125 0.017 0.030
C -7.2464 3.4209 5.1891 0.130 0.305 -0.769
C -8.4919 3.8684 5.9595 -0.107 -0.029 0.217
C -8.2402 5.0518 6.8914 0.093 -0.025 -0.039
C -7.0653 4.7724 7.8268 -0.232 -0.069 0.017
C -5.7879 4.3591 7.0899 0.488 0.423 -0.128
N -6.1102 3.2309 6.1493 -0.916 -0.117 0.821
O -6.1933 2.1080 6.7696 0.352 -0.152 -0.282
C -5.1757 5.5585 6.3557 -0.050 -0.032 -0.112
C -4.7427 3.8696 8.0854 -0.027 -0.113 0.095
C -7.5155 2.0969 4.4838 -0.138 -0.276 0.121
H -7.3416 4.1435 3.1464 -0.061 -0.012 0.032
H -7.2602 5.4485 4.3086 0.042 0.010 0.041
H -5.8161 4.5054 3.9347 0.001 -0.026 -0.015
H -8.8607 3.0234 6.5494 0.072 -0.027 0.000
H -9.2727 4.1133 5.2350 0.004 -0.012 -0.016
H -8.0629 5.9647 6.3169 0.025 -0.011 -0.018
H -9.1377 5.2382 7.4830 -0.004 0.024 -0.004
H -6.8416 5.6533 8.4328 0.012 0.003 0.003
H -7.3449 3.9738 8.5205 0.052 -0.053 -0.046
H -4.3363 5.2426 5.7348 0.010 0.002 0.012
H -4.7997 6.2653 7.0952 0.007 -0.033 0.032
H -5.8802 6.0986 5.7306 -0.015 -0.011 -0.004
H -5.1267 3.0767 8.7213 -0.009 -0.027 -0.041
H -4.4463 4.7062 8.7188 0.001 0.014 -0.017
H -3.8570 3.4974 7.5689 -0.005 0.007 -0.015
H -6.6295 1.7413 3.9537 0.030 0.056 0.014
H -8.3150 2.2461 3.7566 0.029 0.063 -0.027
H -7.8391 1.3184 5.1716 0.101 0.031 0.070

7
Properties=species:S:1:pos:R:3:forces:R:3 method="wB97M-V/def2-TZVPD" lumo_ev="-1.87 / -1.74" spin_multiplicity=1 relative_energy_ev=3.818
O 0.3281 1.2997 0.0551 0.444 0.108 -0.430
O 0.2142 -1.2423 -0.4249 3.574 4.293 -1.119
P -0.3427 -0.0650 0.4695 -1.920 -0.641 1.046
S -2.9881 -0.2967 -0.4787 2.123 0.327 1.016
H -0.2889 1.7493 -0.5042 -0.479 0.967 -0.906
H -0.2209 -2.0032 -0.3160 -2.926 -4.734 0.319
H 0.5488 -0.1606 1.5892 -0.817 -0.320 0.074

23
Properties=species:S:1:pos:R:3:forces:R:3 method="wB97M-V/def2-TZVPD" lumo_ev="-0.93 / -1.01" spin_multiplicity=1 relative_energy_ev=1.979
C -0.2865 -0.4380 2.0447 -2.141 -0.230 -0.228
C -1.5759 0.3919 1.6077 1.925 -3.005 0.456
C -0.3096 -1.7200 1.2068 -0.580 1.506 0.440
C -1.6004 0.0283 0.1079 -3.658 -0.204 1.067
C -0.6682 -1.1321 -0.1599 -2.134 -4.102 -0.938
C 2.1021 1.3723 -1.7409 1.228 0.891 -1.233
C 0.7680 1.2533 -2.2788 -0.633 -0.846 0.993
N 2.4364 0.2207 -0.9648 3.760 -0.643 0.963
N 1.6737 -0.6019 -0.5281 -2.728 -0.601 0.934
N 0.4475 -0.6370 -0.8527 1.381 1.968 -2.435
Cl 0.5850 0.5054 -3.8056 0.074 0.189 -0.003
Br 2.5707 3.0425 -0.5662 -0.757 -1.143 -0.842
H 0.5830 0.0927 1.7737 1.189 0.764 0.263
H -0.3852 -0.7100 3.0671 0.591 0.228 1.112
H -2.3921 -0.1831 2.1835 0.696 1.887 -0.886
H -1.3660 1.4490 1.7223 -0.831 0.091 0.671
H 0.6389 -2.1409 1.2340 2.017 -0.698 -0.414
H -0.8867 -2.5071 1.6689 -1.130 0.035 -0.420
H -2.7425 -0.1428 -0.0379 2.109 -0.055 -0.819
H -1.2501 0.8323 -0.4724 -0.134 1.112 -0.740
H -1.1918 -1.9646 -0.8822 1.127 1.946 1.630
H 2.9999 1.3242 -2.4701 -2.027 0.705 0.727
H -0.1502 1.6648 -1.8570 0.658 0.204 -0.298

Energy / eV: -111555.616 -24265.560 -94466.783